[1]
Formula: C4H12N2O
Source: the Open Molecules 2025 dataset
Level of theory: the ωB97M-V functional and the def2-TZVPD basis

- total charge = 0
- energy (eV) = -9368.042
- Kohn-Sham gap (eV) = 9.81
- relative energy (zero: lowest compared OMol25 entry of this formula, charge and spin) (eV) = 3.152

The geometry in XYZ format:
```
19
Properties=species:S:1:pos:R:3:forces:R:3:lowdin_charge:R:1
N 2.11006 -0.03245 2.16066 1.625 -0.984 1.419 0.00
C 1.86598 -0.39979 0.81324 0.956 1.621 -2.345 -0.39
N 0.49926 -0.03606 0.49278 -0.265 1.159 -0.956 -0.09
C 0.25032 -0.07878 -0.97098 0.977 -1.688 -0.906 -0.30
C -1.17934 -0.62775 -1.20211 0.691 0.654 3.070 -0.16
C -2.16369 0.27544 -0.33373 1.731 1.545 -0.074 -0.21
O -2.05668 1.77401 -0.58807 -0.390 -2.434 -0.822 -0.11
H 1.27141 -0.15425 2.68700 -0.832 -0.021 0.300 0.05
H 2.75945 -0.70991 2.60519 -0.340 0.834 -0.450 0.09
H 2.16359 -1.39877 0.47336 -0.886 -0.501 0.572 0.11
H 2.53731 0.19187 0.11662 -0.164 -0.058 0.779 0.11
H 0.33986 1.00370 0.69582 0.631 -2.000 0.201 0.15
H 1.02776 -0.72935 -1.60920 -1.516 0.960 1.808 0.15
H 0.41467 0.90082 -1.39361 -0.322 0.505 -0.213 0.09
H -1.06660 -1.70105 -0.53065 -1.054 2.471 -2.843 0.19
H -1.39324 -0.40375 -2.27077 -0.284 -1.580 0.452 0.11
H -1.85176 0.31902 0.69281 0.209 -0.795 0.427 0.08
H -3.18111 -0.04521 -0.33256 -0.814 -0.137 -0.495 0.09
H -2.34723 1.85228 -1.50580 0.047 0.450 0.075 0.06
```
Positions in Å, forces in eV/Å.

=====

[2]
Formula: C2H2O4P
Source: the Open Molecules 2025 dataset
Level of theory: the ωB97M-V functional and the def2-TZVPD basis

- total charge = -1
- energy (eV) = -19585.375
- Kohn-Sham gap (eV) = 8.52
- relative energy (zero: lowest compared OMol25 entry of this formula, charge and spin) (eV) = 3.377

The geometry in XYZ format:
```
9
Properties=species:S:1:pos:R:3:forces:R:3:lowdin_charge:R:1
O 2.16034 -2.31853 -0.08616 0.389 0.231 -0.143 0.04
C 1.94010 -1.14672 0.09308 -2.208 -1.426 0.590 -0.68
O 2.72342 -0.15648 -0.04833 2.944 1.737 -0.878 -0.03
C 1.92608 1.07143 0.31586 1.436 3.150 0.084 -0.34
O 2.53759 2.13671 0.16402 -1.692 -3.264 0.359 -0.06
P 0.29042 -0.47333 0.71987 -0.427 -1.175 -1.103 0.60
O -0.60497 -1.65787 0.82377 -0.933 -0.741 -0.058 -0.55
H -0.35309 0.36327 -0.24484 0.187 0.201 0.559 0.01
H 0.44424 -0.18578 2.05579 0.303 1.287 0.590 0.00
```
Positions in Å, forces in eV/Å.

=====

[3]
Formula: C9H9O3
Source: the Open Molecules 2025 dataset
Level of theory: the ωB97M-V functional and the def2-TZVPD basis

- total charge = -1
- energy (eV) = -15620.072
- Kohn-Sham gap (eV) = 7.73
- relative energy (zero: lowest compared OMol25 entry of this formula, charge and spin) (eV) = 0.692

The geometry in XYZ format:
```
21
Properties=species:S:1:pos:R:3:forces:R:3:lowdin_charge:R:1
O -0.91830 -2.63641 -0.14305 -1.558 1.946 0.574 -0.09
C -1.54273 -1.52445 0.01168 4.106 -0.219 0.731 -0.31
C -2.75587 -1.05088 -0.34444 -0.173 -0.418 -0.263 -0.03
C -3.11214 0.30698 -0.15444 -0.801 -1.931 -1.176 -0.50
O -4.08791 0.79553 -0.71785 -0.983 0.876 -0.427 -0.01
C -2.41978 1.06163 0.82298 3.587 -2.215 0.564 -0.02
C -1.24680 0.72796 1.36004 0.862 1.146 0.542 0.00
C -0.47306 -0.29251 0.69158 0.394 -4.732 -0.860 -0.35
O 0.44547 -1.09933 1.52335 -1.290 1.558 0.113 -0.07
C 0.36867 0.16464 -0.48387 1.457 -0.243 1.167 -0.18
C 1.78452 0.63743 -0.17032 0.056 -0.816 1.261 -0.13
C 1.57657 -0.62265 -0.93285 0.129 -2.203 4.964 -0.12
H -3.44894 -1.71010 -0.81710 -0.476 -0.229 -0.429 0.10
H -2.89928 1.86218 1.10517 -2.562 4.301 1.730 0.06
H -0.71072 1.29249 2.16808 -0.830 -0.336 -0.690 0.13
H 0.24104 -1.98478 1.18617 -0.091 -0.507 -0.254 0.05
H -0.16359 0.59508 -1.27371 -0.731 0.831 -1.020 0.12
H 2.11949 0.48050 0.85891 -0.479 -0.083 -0.225 0.10
H 2.41861 1.34220 -0.61348 0.016 1.584 -1.000 0.06
H 1.75642 -0.52379 -1.89944 0.815 0.095 -4.292 0.04
H 2.01091 -1.57433 -0.43056 -1.449 1.594 -1.010 0.14
```
Positions in Å, forces in eV/Å.

=====

[4]
Formula: C16H13Cl2CoN2O3S3
Source: the Open Molecules 2025 dataset
Level of theory: the ωB97M-V functional and the def2-TZVPD basis

- total charge = 0
- energy (eV) = -121103.445
- ⟨S²⟩ = 6.035
- Kohn-Sham gap (spin up / spin down) (eV) = 7.59 / 5.57
- relative energy (zero: lowest compared OMol25 entry of this formula, charge and spin) (eV) = 0.000
- multiplicity = 5

The geometry in XYZ format:
```
40
Properties=species:S:1:pos:R:3:forces:R:3:lowdin_charge:R:1
Co -0.39529 0.58025 -0.93360 0.325 0.372 -0.352 0.10
O 3.42516 -0.20610 -0.44791 -0.061 0.007 0.075 0.07
C 2.41908 0.32288 -0.00442 -0.244 0.140 -0.071 -0.63
O 1.48634 0.88485 -0.68527 0.438 -0.170 -0.014 -0.16
C 2.24497 0.35690 1.50789 -0.152 -0.099 0.108 -0.11
C 3.38767 0.50842 2.27193 0.024 0.025 0.139 -0.01
C 3.33256 0.52374 3.66213 -0.018 -0.007 -0.043 -0.03
C 2.11714 0.35313 4.32935 0.077 0.011 -0.018 -0.07
C 0.96792 0.17505 3.59850 0.087 0.040 -0.154 -0.11
C 1.00207 0.18396 2.17752 0.020 0.006 0.085 -0.56
S -0.49788 -0.09866 1.41207 -0.141 -0.080 -0.014 0.85
H 4.33062 0.60496 1.75061 0.000 -0.017 0.026 0.13
H 4.24491 0.65489 4.23143 -0.032 0.001 -0.023 0.11
H 2.07752 0.34912 5.41227 0.027 0.012 -0.076 0.11
H 0.01632 0.02701 4.09292 0.014 -0.013 -0.058 0.10
C -1.18004 5.46216 -1.95760 0.065 -0.118 -0.039 -0.10
O -1.04066 4.25256 -2.71852 0.009 0.010 0.099 -0.21
C -0.92901 3.09752 -2.08042 -0.293 0.046 0.040 -1.25
S -0.96671 2.97517 -0.39344 0.088 0.002 -0.085 0.64
S -0.79011 1.72290 -3.06355 0.030 -0.111 0.172 0.64
H -1.31014 6.24836 -2.69357 0.010 0.007 -0.025 0.09
H -0.28499 5.63511 -1.36357 0.026 0.000 0.020 0.08
H -2.04457 5.40434 -1.30016 -0.044 -0.032 0.006 0.07
Cl -3.94791 -1.87568 0.74528 0.035 0.072 -0.033 0.52
C -3.86634 -0.12556 0.50610 0.099 -0.131 -0.034 -0.97
Cl -3.10971 0.30779 -1.04337 -0.275 -0.001 0.032 0.58
H -3.26928 0.30019 1.30123 0.050 0.055 0.042 -0.01
H -4.86789 0.27672 0.49949 -0.127 0.015 -0.015 0.03
N 2.11415 -5.09515 0.30738 -0.170 0.115 -0.143 0.17
C 1.38274 -4.45457 -0.30683 -0.022 0.058 -0.027 -0.16
C 0.44997 -3.64822 -1.06162 0.233 -0.096 0.131 -0.18
C -0.62453 -4.22629 -1.72661 -0.005 -0.180 0.024 0.00
C -1.47439 -3.40760 -2.43978 -0.047 -0.057 -0.102 -0.03
C -1.25177 -2.04336 -2.42368 0.036 0.270 -0.124 -0.14
N -0.24811 -1.47128 -1.75306 -0.016 -0.304 0.446 0.02
C 0.61098 -2.26963 -1.10875 0.007 0.087 -0.154 -0.05
H -0.77620 -5.29744 -1.68670 0.014 0.033 -0.010 0.13
H -2.30716 -3.81358 -2.99711 0.019 0.023 0.023 0.12
H -1.89794 -1.36968 -2.97508 -0.001 -0.021 0.090 0.09
H 1.47053 -1.80521 -0.64145 -0.086 0.028 0.057 0.11
```
Positions in Å, forces in eV/Å.

=====

[5]
Formula: C2H5FO2
Source: the Open Molecules 2025 dataset
Level of theory: the ωB97M-V functional and the def2-TZVPD basis

- total charge = 0
- energy (eV) = -8963.552
- Kohn-Sham gap (spin up / spin down) (eV) = 8.42 / 7.86
- relative energy (zero: lowest compared OMol25 entry of this formula, charge and spin) (eV) = 4.299

The geometry in XYZ format:
```
10
Properties=species:S:1:pos:R:3:forces:R:3:lowdin_charge:R:1
C -1.69279 -0.15354 0.15899 0.642 -1.549 -4.563 0.04
C 0.92330 0.09577 -0.06743 -3.804 1.821 -1.082 -0.56
O 1.16632 0.26708 -1.38175 1.148 1.238 0.738 0.11
O 1.21970 1.18903 0.69032 1.014 -1.948 1.876 0.07
F 1.24506 -1.03426 0.48292 1.163 -1.702 0.512 0.13
H -1.74881 -1.19624 -0.26635 -0.089 1.336 0.412 0.01
H -1.43372 -0.12437 1.12082 0.470 0.501 3.721 -0.09
H -2.20079 0.64227 -0.39361 0.348 -0.275 0.502 0.00
H 1.10687 -0.47710 -1.97423 -0.344 -0.746 0.385 0.12
H 1.41486 0.79138 1.63033 -0.547 1.323 -2.503 0.18
```
Positions in Å, forces in eV/Å.

=====

[6]
Formula: C19H30NRu
Source: the Open Molecules 2025 dataset
Level of theory: the ωB97M-V functional and the def2-TZVPD basis

- total charge = +2
- energy (eV) = -24239.910
- ⟨S²⟩ = 8.776
- Kohn-Sham gap (spin up / spin down) (eV) = 4.99 / 3.99
- relative energy (zero: lowest compared OMol25 entry of this formula, charge and spin) (eV) = 1.579
- multiplicity = 6

The geometry in XYZ format:
```
51
Properties=species:S:1:pos:R:3:forces:R:3:lowdin_charge:R:1
C 0.94530 1.84171 -0.17242 1.535 1.898 0.513 -0.19
H 1.19555 2.26511 0.78689 0.696 1.112 0.280 0.08
H 1.71331 2.06688 -0.89417 0.689 0.377 -0.002 0.08
H 1.45227 0.88300 0.20682 -1.115 -0.863 -0.520 0.06
C -0.25178 2.70375 -0.66016 -1.778 -1.032 -0.323 -0.30
H -0.88940 2.11662 -1.31621 -0.257 -0.146 -0.277 0.07
H -0.92391 3.01238 0.15541 0.388 -0.193 0.075 0.10
C 0.17954 3.94747 -1.42748 0.800 0.227 0.098 -0.08
H -0.61997 4.58808 -1.78779 -0.477 -0.278 0.275 0.09
H 0.80660 4.57542 -0.80208 0.153 0.108 0.143 0.09
H 0.76292 3.71976 -2.31473 0.160 -0.321 -0.069 0.08
C -0.70295 -2.09978 -0.99058 0.221 -2.199 -2.480 -0.38
C -1.11070 -1.05320 -1.91166 -0.125 -0.905 -0.341 -0.28
C 0.08905 -0.46498 -2.46773 0.649 -0.461 -0.353 -0.26
C 1.22894 -1.11539 -1.87297 0.182 -1.050 -1.880 -0.30
C 0.75559 -2.17824 -1.00676 -0.412 -0.503 -1.026 -0.30
C 1.60170 -3.13058 -0.22160 0.444 0.042 0.357 -0.02
C 2.66907 -0.79176 -2.14755 0.312 0.154 0.052 -0.02
C 0.15638 0.63157 -3.49099 0.159 0.306 0.000 -0.01
C -2.52662 -0.69312 -2.26673 -0.212 0.219 -0.085 -0.02
C -1.60357 -3.08217 -0.31266 -0.084 -0.009 0.524 -0.03
Ru 0.05479 -0.36196 -0.18983 0.614 3.731 3.224 1.24
H 3.30519 -1.05731 -1.29215 -0.155 0.008 -0.240 0.08
H 3.06512 -1.33047 -3.02549 -0.274 0.114 0.289 0.11
H 2.83016 0.28118 -2.33830 -0.170 -0.348 0.008 0.08
H 2.60906 -2.72571 -0.04072 -0.299 -0.115 -0.223 0.09
H 1.18283 -3.32040 0.77236 -0.109 -0.137 -0.157 0.07
H 1.72590 -4.10548 -0.71675 -0.152 0.308 0.016 0.11
H -2.58806 -2.63857 -0.12642 -0.001 -0.192 -0.152 0.08
H -1.74318 -4.01271 -0.89576 0.091 0.507 0.238 0.12
H -1.18925 -3.35582 0.67100 -0.110 -0.162 -0.271 0.08
H -2.61260 0.34828 -2.62454 0.116 -0.480 0.095 0.08
H -2.92026 -1.35108 -3.06186 0.192 0.239 0.300 0.11
H -3.20278 -0.78325 -1.40468 0.152 -0.088 -0.217 0.08
H 0.99908 1.31377 -3.29356 -0.229 -0.267 -0.077 0.08
H 0.29740 0.24422 -4.51550 -0.094 -0.004 0.456 0.11
H -0.75278 1.24025 -3.48712 0.104 -0.142 -0.080 0.08
N -1.31575 -0.07003 1.44730 -0.564 1.177 3.108 0.04
C -0.66481 0.17451 2.72803 -1.611 -0.133 -1.489 -0.21
C 0.31617 -0.69527 3.20602 1.095 -0.667 1.148 0.01
C 0.84109 -0.50554 4.49427 -0.444 -0.912 -1.948 0.04
C 0.37351 0.54968 5.30974 -0.295 -0.020 -0.365 0.05
C -0.60187 1.41908 4.81913 -1.516 0.823 -1.672 0.01
C -1.12945 1.26690 3.51755 1.205 0.022 1.922 0.07
H -1.84631 -0.93950 1.44736 0.227 -0.409 -0.069 0.13
H -1.97454 0.67141 1.20470 0.013 -0.007 0.311 0.12
H 0.64470 -1.52885 2.56992 -0.080 0.352 0.395 0.12
H 1.56912 -1.21571 4.86932 0.014 0.145 0.015 0.14
H 0.73986 0.64130 6.31153 0.169 0.152 0.392 0.14
H -1.02095 2.21849 5.43284 0.287 -0.271 -0.053 0.14
H -1.91874 1.88604 3.12678 -0.106 0.294 0.133 0.13
```
Positions in Å, forces in eV/Å.

=====

[7]
Formula: C12H11IIrN5S
Source: the Open Molecules 2025 dataset
Level of theory: the ωB97M-V functional and the def2-TZVPD basis

- total charge = +2
- energy (eV) = -41833.108
- Kohn-Sham gap (eV) = 7.32
- relative energy (zero: lowest compared OMol25 entry of this formula, charge and spin) (eV) = 0.000

The geometry in XYZ format:
```
31
Properties=species:S:1:pos:R:3:forces:R:3:lowdin_charge:R:1
Ir 0.99706 -0.58129 -0.96002 -0.064 0.005 0.025 0.87
N -0.30480 -0.43256 -5.01868 0.002 0.001 -0.004 0.15
C -0.16746 -0.56633 -3.70978 -0.009 -0.011 0.010 -0.74
S 1.51656 -0.74996 -3.09869 0.032 -0.004 -0.038 0.62
N -1.20895 -0.59045 -2.92722 0.010 0.007 0.004 0.03
N -0.86626 -0.79623 -1.62669 -0.052 -0.018 -0.021 -0.23
C -1.75002 -1.19811 -0.78394 0.017 0.003 0.013 -0.01
C -1.28032 -1.50012 0.56149 0.001 0.001 -0.003 -0.24
C -2.09994 -2.00928 1.55024 -0.007 0.004 -0.009 0.04
C -1.54080 -2.35357 2.77464 0.005 0.001 0.004 0.01
C -0.18117 -2.18144 2.96455 -0.001 0.000 0.003 0.01
C 0.58578 -1.66080 1.93339 -0.009 0.002 -0.002 -0.09
N 0.05164 -1.32195 0.76018 0.014 -0.005 -0.001 -0.08
H 0.49342 -0.41006 -5.63127 -0.001 0.003 0.000 0.12
H -1.22783 -0.37654 -5.42393 0.000 0.001 0.002 0.14
H -2.77225 -1.35697 -1.10585 0.000 -0.003 -0.001 0.16
H -3.15452 -2.14855 1.35513 0.000 -0.001 0.000 0.14
H -2.16059 -2.75875 3.56284 0.001 0.001 0.001 0.14
H 0.29539 -2.44313 3.89842 -0.003 -0.001 0.001 0.13
H 1.65059 -1.51236 2.04773 0.001 -0.002 -0.005 0.09
I 3.46202 -0.02343 0.02419 0.055 0.014 0.018 1.21
C 2.12829 1.50112 0.55383 -0.011 -0.002 -0.003 -0.68
C 2.38619 2.67366 1.21729 0.005 -0.004 0.001 -0.05
C 1.30920 3.53583 1.40645 0.002 0.004 0.001 0.01
C 0.05436 3.19203 0.92557 0.001 -0.003 0.000 0.01
C -0.11510 1.99126 0.26228 -0.005 0.005 0.002 -0.06
N 0.92080 1.16033 0.08675 0.015 0.003 0.006 -0.20
H 3.37951 2.91189 1.57015 0.000 -0.001 -0.001 0.13
H 1.45859 4.47415 1.92392 -0.002 0.000 0.000 0.14
H -0.79289 3.85024 1.05380 0.000 0.000 0.000 0.13
H -1.06649 1.68135 -0.14678 0.002 -0.002 -0.003 0.13
```
Positions in Å, forces in eV/Å.